1.
Density functional theory data (ωB97M-V with the def2-TZVPD basis set) for 2 unconnected molecules or ions with the total composition C22H20O2S2 in a non-equilibrium geometry.

CARTESIAN COORDINATES (ANGSTROEM)
S1 -1.87789 2.25133 0.63904
S2 -3.10595 4.98916 0.79809
O1 -4.38559 2.75396 0.83272
O2 4.24951 0.25276 1.58790
C1 -1.80198 -0.73946 -3.82892
C2 1.33562 0.13952 -0.65941
C3 -1.04450 -0.58067 -0.11662
C4 -3.14492 3.32107 0.76228
C5 -3.19793 -0.89461 -3.77766
C6 0.70202 -0.59654 1.56879
C7 6.46609 -2.21619 -0.01050
C8 -3.83770 -1.03953 -2.53382
C9 -5.56266 3.59988 0.74403
C10 5.47417 -1.57195 2.53348
C11 1.97117 -0.35188 2.03497
C12 -1.68239 -0.73940 -1.38106
C13 6.76981 -3.02332 1.09338
C14 -6.69195 2.58947 0.73308
C15 -3.09616 -0.95293 -1.36595
C16 2.95036 0.05200 1.11854
C17 6.26729 -2.70454 2.36186
C18 5.64024 -1.10038 0.13816
C19 0.32733 -0.36215 0.21073
C20 5.14925 -0.80824 1.41034
C21 -1.04124 -0.74507 -2.65976
C22 2.64842 0.26613 -0.23063
H1 5.35752 -0.47077 -0.70647
H2 -7.66118 3.08989 0.71059
H3 -5.66061 4.27861 1.60904
H4 -3.78383 -0.90790 -4.69954
H5 6.50351 -3.32747 3.22652
H6 -3.58617 -1.06835 -0.39834
H7 1.07641 0.43275 -1.67396
H8 7.41666 -3.89780 0.96633
H9 -1.30726 -0.62151 -4.79907
H10 3.45189 0.55331 -0.91328
H11 -6.61672 1.94679 -0.15200
H12 -0.05472 -0.96576 2.26049
H13 2.24249 -0.48913 3.08445
H14 5.06473 -1.29087 3.50444
H15 -4.91876 -1.20975 -2.49001
H16 -5.57753 4.19587 -0.18589
H17 0.04452 -0.80005 -2.71843
H18 -1.69998 -0.74213 0.74566
H19 -6.64510 1.95194 1.62271
H20 6.87370 -2.44610 -0.99628

Summary:
Spin multiplicity: 1
E, Ha: -1797.06810

2.
Density functional theory data (ωB97M-V with the def2-TZVPD basis set) for C22H20O6 in the gas phase in a non-equilibrium geometry.

CARTESIAN COORDINATES (ANGSTROEM)
O1 0.07590 -4.31551 0.87172
O2 -2.40112 -3.04876 0.35966
O3 -4.22514 -4.29836 0.83337
O4 1.10889 -0.10500 -2.59118
O5 -0.00260 0.77716 -0.77188
O6 -0.33605 -1.56428 1.26918
C1 3.34710 3.51991 -0.29485
C2 5.58781 4.30662 -0.75397
C3 2.17013 1.60521 -1.53685
C4 -2.56989 -5.36621 -0.36543
C5 -0.38871 -4.19374 -0.46950
C6 2.22179 2.63548 -0.58682
C7 -2.20392 0.17114 0.08738
C8 3.35308 4.20854 0.91133
C9 -2.08173 0.85673 1.27657
C10 -3.50003 -0.12352 -0.36497
C11 5.63358 4.91792 0.49440
C12 4.45948 3.55761 -1.13279
C13 -1.27371 -2.93746 -0.54269
C14 -3.13114 -4.17080 0.33164
C15 4.50595 4.91378 1.33266
C16 1.05082 0.70757 -1.65644
C17 -4.42642 0.88133 1.63884
C18 -3.15794 1.19851 2.05047
C19 -0.41468 -1.64469 -0.16220
C20 -0.98442 -0.31517 -0.74118
C21 -4.57565 0.23667 0.42351
C22 -1.25503 -5.40688 -0.76117
H1 -5.58001 -0.07689 0.13753
H2 0.32546 -3.44937 1.18035
H3 -1.26645 -0.48202 -1.77406
H4 -3.25896 -6.20516 -0.48509
H5 6.42821 4.31708 -1.39810
H6 4.47885 2.96158 -2.04346
H7 2.50896 4.19874 1.60297
H8 4.47619 5.38716 2.29642
H9 6.55769 5.45607 0.75145
H10 0.58141 -1.80174 -0.55043
H11 -1.26281 -1.46960 1.59316
H12 -1.64230 -2.83395 -1.57001
H13 -2.92343 1.73594 2.97125
H14 -3.67694 -0.74911 -1.24651
H15 -5.31045 1.15008 2.19399
H16 -0.82320 -6.27988 -1.19896
H17 1.37411 2.69983 0.11299
H18 0.47534 -4.08781 -1.17664
H19 -1.06372 1.14206 1.59193
H20 3.01568 1.38319 -2.13761

Summary:
Spin multiplicity: 1
E, Ha: -1301.73822
SMILES string: O=C1C=C[C@H](O)[C@H]([C@H](O)[C@H](OC(=O)/C=C/c2ccccc2)c2ccccc2)O1
ΔE to the lowest compared entry with this formula, charge and spin, kJ/mol: 0.0

3.
Density functional theory data (ωB97M-V with the def2-TZVPD basis set) for a molecular structure, C22H21Cl2N5O2PdS2 in a non-equilibrium geometry.

CARTESIAN COORDINATES (ANGSTROEM)
Pd1 -1.02193 -0.80184 -0.48095
Cl1 -0.40653 6.13785 2.36062
Cl2 -1.23065 3.60456 -2.32324
S1 -5.02498 -1.14343 1.95890
S2 -0.57763 -5.42728 0.30691
O1 -1.54827 1.24235 -0.69213
O2 -0.52553 -0.04942 1.84033
N1 2.93375 0.38613 0.58947
N2 -0.98235 -2.93343 -0.10218
N3 1.10505 -3.70922 -0.87563
N4 -4.16283 0.81318 0.29181
N5 -3.02828 -1.22913 0.36879
C1 -0.83688 1.04618 2.25464
C2 0.51017 -0.73212 -1.63562
C3 -2.05110 -4.73822 0.88112
C4 -2.08035 -3.42372 0.60203
C5 1.92388 0.92851 -0.32018
C6 -4.10913 -2.60651 1.87451
C7 -3.97702 -0.42593 0.78315
C8 -0.81592 4.69208 0.09795
C9 -1.17928 2.26174 0.02642
C10 2.37032 -0.72197 -3.72000
C11 2.55837 0.06420 -2.59361
C12 -0.97585 2.26474 1.43364
C13 4.26769 0.34863 0.02211
C14 -0.09122 -3.88115 -0.28921
C15 1.23628 -1.51480 -3.81521
C16 1.65699 0.05908 -1.52362
C17 -1.05371 3.53250 -0.59919
C18 2.93353 1.14369 1.82795
C19 0.30900 -1.50474 -2.78183
C20 -0.68885 4.65611 1.48330
C21 -0.77571 3.45714 2.14085
C22 -3.11205 -2.45920 0.98144
H1 -4.74736 1.45369 0.79875
H2 2.20175 1.94395 -0.65916
H3 1.97645 1.02945 2.33378
H4 -4.35143 -3.45862 2.48655
H5 4.58128 1.32553 -0.38871
H6 -0.60085 -2.08417 -2.88515
H7 3.71433 0.76762 2.48979
H8 1.77059 -4.45792 -0.90749
H9 3.42039 0.71987 -2.54696
H10 3.10755 2.22224 1.66614
H11 -0.73528 5.63206 -0.43165
H12 -3.36614 1.19122 -0.22803
H13 4.97888 0.06629 0.79865
H14 3.09641 -0.70291 -4.52313
H15 -0.95840 1.20563 3.34542
H16 -0.65151 3.41854 3.21729
H17 1.40361 -2.77323 -1.10772
H18 -2.78998 -5.33600 1.38678
H19 1.06000 -2.12111 -4.69595
H20 4.33268 -0.39325 -0.77184
H21 1.00805 1.01456 0.24929

Summary:
Spin multiplicity: 1
E, Ha: -3119.86734
ΔE to the lowest compared entry with this formula, charge and spin, kJ/mol: 31.2

4.
Density functional theory data (ωB97M-V with the def2-TZVPD basis set) for a molecular structure, C22H21F3N5OSV in a non-equilibrium geometry.

CARTESIAN COORDINATES (ANGSTROEM)
V1 1.27361 0.78375 0.65198
S1 0.85181 0.86200 3.02897
F1 -2.34449 6.70768 -0.20900
F2 -2.13833 6.08363 -2.27047
F3 -0.55492 7.20038 -1.31245
O1 3.33318 2.36280 -0.74926
N1 -1.54333 -1.95640 1.65152
N2 0.43992 2.66430 0.19364
N3 -1.14071 -0.89048 2.42224
N4 0.99722 -1.07703 1.30323
N5 0.56356 -0.86733 -0.04978
C1 1.20362 -4.20845 -1.48446
C2 0.93711 -2.61134 -3.24164
C3 -5.13526 -3.96663 2.34976
C4 1.04010 -3.20983 -0.53579
C5 -0.82815 4.95149 -0.65559
C6 0.02109 2.77781 -1.07061
C7 -4.80382 -2.84417 3.09700
C8 0.80057 -1.88007 -0.92883
C9 -0.62065 3.90686 -1.54475
C10 0.76788 -1.60681 -2.31249
C11 -3.05050 -3.74012 1.15638
C12 2.89207 1.12090 -0.28406
C13 0.08000 -0.54074 2.24592
C14 -3.61360 -2.16402 2.89483
C15 -1.47246 6.23055 -1.11443
C16 3.83913 -0.02426 -0.53780
C17 1.14988 -3.93030 -2.84226
C18 -2.71573 -2.60370 1.91326
C19 -0.40793 4.83627 0.66237
C20 -4.24021 -4.40507 1.37780
C21 0.22009 3.66640 1.05096
C22 4.71908 2.61146 -0.78143
H1 0.90654 -2.36680 -4.29770
H2 1.38357 -5.22438 -1.15045
H3 1.27812 -4.71612 -3.57546
H4 5.25315 1.93162 -1.45164
H5 4.84945 3.63193 -1.14184
H6 5.16348 2.53260 0.21828
H7 -6.06752 -4.48953 2.51980
H8 4.06049 -0.13975 -1.60775
H9 -0.56750 5.62673 1.38113
H10 3.37853 -0.95041 -0.19284
H11 0.54497 3.49513 2.06804
H12 0.61212 -0.58138 -2.62768
H13 -3.35510 -1.29468 3.48146
H14 1.12236 -3.42696 0.52156
H15 -0.94063 3.96042 -2.57411
H16 4.79657 0.07911 -0.01268
H17 -4.47415 -5.27885 0.78062
H18 0.24105 1.93920 -1.72044
H19 -0.85915 -2.39691 1.05314
H20 -5.48446 -2.48689 3.86160
H21 -2.36173 -4.08361 0.39217

Summary:
Expectation value of S²: 1.083
Spin multiplicity: 2
E, Ha: -2841.71476
ΔE to the lowest compared entry with this formula, charge and spin, kJ/mol: 15.5
Charge: -1

Number 3 is which compound? C22H21Cl2N5O2PdS2

The highest E belongs to which entry? C22H20O6